A cluster of 2 separate species, C2H4FNO2 in total. Source: the Open Molecules 2025 dataset; level of theory: ωB97M-V with the def2-TZVPD basis set.

Summary:
Energy above the lowest of the compared OMol25 structures with the same formula, charge and spin   100.1 kcal per mole
Lowest unoccupied orbital energy   0.010 hartree
SMILES   C#[N+][O-].OCF

The geometry in ORCA input format:
```
! wB97M-V def2-TZVPD RIJCOSX def2/J DEFGRID3
* xyz 0 1
C -1.63 1.48 0.06
C 1.80 -0.97 0.11
N -2.66 1.05 -0.23
O -3.72 0.55 0.05
O 0.93 -0.07 -0.40
F 1.73 -2.23 -0.43
H -0.74 2.02 -0.03
H 0.00 -0.16 -0.28
H 1.55 -1.30 1.16
H 2.75 -0.38 -0.01
*
```

Atom charges from the natural (NBO) analysis, given in e for atoms 1 to 4: -0.045, 0.325, 0.188, -0.393